Entry 1:
Computed, not measured: a gas-phase ion, C2H4NO3P (charge -2) in a non-equilibrium geometry, with ωB97M-V/def2-TZVPD.

Geometry (Å):
C (-0.297, -0.232, 0.266)
C (0.676, 0.374, -0.598)
N (-1.168, -1.064, -0.155)
O (2.452, 0.131, 1.526)
O (2.549, -1.554, -0.344)
O (3.359, 0.752, -0.872)
P (2.465, -0.081, 0.028)
H (-0.371, 0.011, 1.296)
H (0.644, -0.152, -1.649)
H (0.609, 1.420, -0.660)
H (-1.656, -1.413, 0.567)

Its molar mass is 121.0 g/mol. For the highest occupied orbital energy, the calculation gives 1.042 eV. As for the frontier orbital gap: 6.085 eV. Its structure (SMILES) is [H]/N=C/CP(=O)([O-])[O-]. As for the energy relative to the best compared isomer or geometry (same formula, charge and spin): 0.0 kJ/mol. Its total charge is -2.

***

Entry 2:
Computed, not measured: a molecular structure, C37H36CdN3O11P2 in a non-equilibrium geometry, with ωB97M-V/def2-TZVPD.

Geometry (Å):
Cd (0.746, -0.711, 1.672)
O (2.459, -2.583, 3.772)
C (1.198, -2.993, 4.244)
C (0.388, -1.799, 4.748)
N (-0.281, -0.994, 3.704)
C (-0.345, 0.414, 4.126)
C (0.987, 1.180, 3.856)
O (1.150, 2.221, 4.497)
O (1.758, 0.684, 2.976)
C (-1.610, -1.516, 3.389)
C (-2.173, -0.937, 2.066)
O (-3.396, -0.739, 2.018)
O (-1.352, -0.752, 1.117)
H (2.558, -2.815, 2.834)
H (0.633, -3.546, 3.484)
H (1.355, -3.670, 5.092)
H (-0.369, -2.152, 5.462)
H (1.093, -1.155, 5.274)
H (-1.123, 0.924, 3.554)
H (-0.591, 0.504, 5.188)
H (-1.538, -2.596, 3.236)
H (-2.329, -1.316, 4.191)
O (-0.346, 2.199, 0.978)
P (-0.200, 3.130, -0.147)
C (1.061, 2.581, -1.367)
P (1.285, 0.750, -1.380)
O (1.886, 0.191, -0.138)
C (2.484, 0.526, -2.730)
C (3.811, 0.844, -2.447)
C (4.792, 0.649, -3.406)
C (4.453, 0.125, -4.646)
C (3.136, -0.211, -4.923)
C (2.150, -0.012, -3.967)
C (-0.222, -0.043, -1.965)
C (-0.328, -1.407, -1.704)
C (-1.386, -2.128, -2.231)
C (-2.339, -1.489, -3.011)
C (-2.240, -0.127, -3.262)
C (-1.175, 0.596, -2.751)
C (-1.753, 3.353, -1.048)
C (-1.871, 4.117, -2.206)
C (-3.098, 4.216, -2.840)
C (-4.205, 3.553, -2.321)
C (-4.090, 2.802, -1.160)
C (-2.864, 2.707, -0.518)
C (0.356, 4.769, 0.396)
C (1.112, 5.648, -0.373)
C (1.535, 6.852, 0.169)
C (1.207, 7.178, 1.478)
C (0.456, 6.301, 2.248)
C (0.030, 5.098, 1.709)
H (2.025, 2.966, -1.026)
H (0.853, 2.962, -2.368)
H (4.069, 1.214, -1.462)
H (5.823, 0.894, -3.184)
H (5.219, -0.032, -5.395)
H (2.875, -0.637, -5.883)
H (1.124, -0.288, -4.178)
H (0.411, -1.891, -1.074)
H (-1.471, -3.186, -2.019)
H (-3.162, -2.056, -3.429)
H (-2.990, 0.372, -3.862)
H (-1.100, 1.656, -2.955)
H (-1.005, 4.632, -2.611)
H (-3.192, 4.813, -3.739)
H (-5.158, 3.620, -2.831)
H (-4.936, 2.267, -0.750)
H (-2.762, 2.092, 0.366)
H (1.381, 5.399, -1.394)
H (2.134, 7.530, -0.426)
H (1.553, 8.113, 1.901)
H (0.222, 6.539, 3.277)
H (-0.512, 4.384, 2.316)
C (-3.104, -4.658, 0.428)
C (-1.629, -4.857, 0.373)
N (-0.696, -3.988, 0.693)
C (0.502, -4.603, 0.463)
C (0.288, -5.879, -0.005)
N (-1.071, -6.019, -0.054)
C (1.153, -7.021, -0.360)
O (2.436, -6.836, -0.199)
O (0.658, -8.056, -0.769)
C (1.825, -3.931, 0.675)
O (2.831, -4.670, 0.561)
O (1.890, -2.690, 0.899)
H (-3.336, -3.620, 0.650)
H (-3.551, -5.292, 1.197)
H (-3.551, -4.926, -0.532)
H (-1.518, -6.871, -0.350)
H (2.619, -5.865, 0.112)

Its molar mass is 873.1 g/mol. For the highest occupied orbital energy, the calculation gives -5.879 eV. As for the frontier orbital gap: 7.901 eV. As for the energy relative to the best compared isomer or geometry (same formula, charge and spin): 35.8 kJ/mol. Its total charge is -1.

***

Entry 3:
Computed, not measured: a molecular structure, C20H26Cl3O4PTeY, with ωB97M-V/def2-TZVPD.

Geometry (Å):
Y (-0.026, 0.025, 0.505)
C (-3.579, 3.200, 0.037)
C (-2.199, 3.045, -0.600)
C (-1.824, 4.311, -1.376)
C (-1.125, 2.678, 0.410)
C (0.237, 2.742, 0.074)
C (1.235, 2.427, 0.995)
C (0.933, 2.023, 2.301)
C (2.019, 1.714, 3.290)
C (-0.419, 1.911, 2.625)
C (-1.422, 2.226, 1.699)
H (-4.294, 3.507, -0.724)
H (-3.571, 3.964, 0.818)
H (-3.949, 2.265, 0.460)
H (-2.255, 2.212, -1.309)
H (-1.680, 5.156, -0.699)
H (-2.630, 4.565, -2.064)
H (-0.922, 4.187, -1.973)
H (0.535, 3.032, -0.924)
H (2.271, 2.492, 0.680)
H (2.738, 1.010, 2.871)
H (1.609, 1.284, 4.202)
H (2.555, 2.628, 3.549)
H (-0.703, 1.571, 3.612)
H (-2.452, 2.126, 2.011)
Cl (0.359, -0.359, -7.015)
C (-0.063, -0.251, -5.345)
C (0.934, -0.290, -4.385)
C (0.560, -0.201, -3.062)
Cl (1.761, -0.244, -1.787)
C (-0.764, -0.079, -2.631)
O (-1.057, 0.005, -1.345)
C (-1.734, -0.038, -3.638)
Cl (-3.387, 0.127, -3.166)
C (-1.394, -0.124, -4.975)
H (1.972, -0.387, -4.670)
H (-2.169, -0.092, -5.728)
C (-0.968, -3.931, -1.016)
C (-0.189, -4.213, 0.247)
O (0.690, -3.088, 0.497)
P (0.847, -2.383, 1.923)
O (1.640, -1.133, 1.549)
Te (-1.315, -1.709, 2.659)
O (1.577, -3.351, 2.900)
C (2.942, -3.816, 2.662)
C (3.934, -2.917, 3.361)
H (-1.603, -4.782, -1.259)
H (-0.288, -3.750, -1.849)
H (-1.603, -3.053, -0.881)
H (0.438, -5.098, 0.148)
H (-0.861, -4.351, 1.096)
H (3.126, -3.856, 1.587)
H (2.964, -4.827, 3.060)
H (3.912, -1.914, 2.938)
H (4.935, -3.328, 3.229)
H (3.717, -2.865, 4.427)

Its molar mass is 684.3 g/mol. For the highest occupied orbital energy, the calculation gives -11.018 eV. As for the frontier orbital gap: 7.577 eV. As for the energy relative to the best compared isomer or geometry (same formula, charge and spin): 6.5 kJ/mol. Its total charge is +1.

***

Entry 4:
Computed, not measured: a molecular structure, C3HCuO3 in a non-equilibrium geometry, with ωB97M-V/def2-TZVPD.

Geometry (Å):
H (-0.494, -1.228, -2.321)
O (-0.090, -3.447, -0.204)
C (-0.188, -2.363, -0.668)
C (-0.225, -1.169, -1.253)
O (0.137, -0.016, -0.702)
C (0.057, 2.971, 2.164)
O (-0.468, 3.657, 2.886)
Cu (1.273, 1.595, 0.098)

Its molar mass is 148.6 g/mol. For the highest occupied orbital energy (alpha / beta), the calculation gives -6.341 / -6.343 eV. As for the frontier orbital gap (alpha / beta): 4.902 / 4.903 eV. As for the energy relative to the best compared isomer or geometry (same formula, charge and spin): 0.0 kJ/mol.

***

Entry 5:
Computed, not measured: a molecular structure, C5H7AgO3 in a non-equilibrium geometry, with ωB97M-V/def2-TZVPD.

Geometry (Å):
O (-0.667, 1.264, -0.070)
Ag (-2.075, 2.504, 1.114)
O (-1.544, 0.628, 1.786)
C (-0.722, 0.378, 0.910)
O (0.042, -0.674, 0.768)
C (0.218, 1.106, -1.269)
C (-0.141, 2.131, -2.258)
H (1.245, 1.196, -0.905)
H (0.031, 0.084, -1.627)
H (0.633, 2.570, -2.887)
H (-1.190, 2.363, -2.447)
C (-0.170, -1.881, 1.544)
C (0.938, -2.776, 1.365)
H (0.759, -3.754, 1.830)
H (1.761, -2.302, 1.940)
H (0.882, -2.836, 0.206)

Its molar mass is 223.0 g/mol. The spin multiplicity is 3. For the highest occupied orbital energy (alpha / beta), the calculation gives -16.009 / -18.905 eV. As for the frontier orbital gap (alpha / beta): 4.283 / 6.255 eV. Its expectation value of S² is 2.0066. As for the energy relative to the best compared isomer or geometry (same formula, charge and spin): 0.0 kJ/mol. Its total charge is +2.

***

Entry 6:
Computed, not measured: 2 unconnected molecules or ions with the total composition C5H14N3O in a non-equilibrium geometry, with ωB97M-V/def2-TZVPD.

Geometry (Å):
C (-1.524, 0.934, 0.554)
C (-1.373, -1.144, -0.805)
C (0.703, 0.470, 1.790)
C (1.014, -1.816, 0.747)
C (-0.634, -0.253, 0.170)
N (1.155, 1.246, -2.404)
N (0.865, 0.963, -1.215)
N (0.330, -0.586, 0.924)
O (1.378, 2.429, -2.736)
H (-2.410, 1.140, -0.147)
H (-0.973, 1.891, 0.495)
H (-1.766, 0.770, 1.531)
H (-0.706, -1.859, -1.387)
H (-1.836, -0.450, -1.622)
H (-2.322, -1.806, -0.491)
H (1.071, 1.405, 1.156)
H (-0.135, 0.726, 2.466)
H (1.519, -0.020, 2.300)
H (2.019, -1.528, 0.873)
H (0.707, -2.468, 1.684)
H (0.817, -2.316, -0.209)
H (0.917, 1.806, -0.678)
H (1.185, 0.465, -2.996)

Its molar mass is 132.2 g/mol. For the highest occupied orbital energy, the calculation gives -14.204 eV. As for the frontier orbital gap: 10.194 eV. As for the energy relative to the best compared isomer or geometry (same formula, charge and spin): 563.6 kJ/mol. Its total charge is +1.

***

Q: Which of these has the highest energy relative to the best compared isomer or geometry (same formula, charge and spin)?
A: C5H14N3O